No. 1
The following is a quantum chemistry calculation of a molecular structure, C5H11FO3Pb at a distorted geometry, from OMol25.

Each line ends with the Löwdin charge.
Cartesian coordinates (Å):
F 5.585 -0.177 0.241  -0.20
C 4.106 -0.180 0.178  -0.04
H 3.848 0.887 0.198  0.07
H 3.814 -0.748 1.070  0.08
H 3.887 -0.657 -0.785  0.07
C -2.937 -1.057 -1.322  -0.35
O -1.781 -1.497 -1.960  -0.49
C -2.672 0.196 -0.486  -0.18
O -1.510 -0.083 0.297  -0.33
C -0.761 1.015 0.817  -0.19
C 0.631 0.472 1.132  -0.34
O 1.161 -0.244 0.055  -0.52
Pb -0.176 -1.195 -0.967  1.39
H -3.353 -1.837 -0.651  0.12
H -3.739 -0.805 -2.042  0.12
H -3.520 0.451 0.167  0.14
H -2.453 1.054 -1.145  0.13
H -1.256 1.428 1.710  0.14
H -0.700 1.800 0.045  0.13
H 0.566 -0.161 2.040  0.12
H 1.262 1.340 1.408  0.12

## Properties
Lowest unoccupied orbital energy (eV): 0.132
Molar mass (g/mol): 345.3
HOMO-LUMO gap (eV): 7.36



No. 2
The following is a quantum chemistry calculation of a molecular structure, C4H4NaO5Tl at a distorted geometry, from OMol25.

Each line ends with the Löwdin charge.
Cartesian coordinates (Å):
O -0.124 -1.569 0.213  0.05
C -0.189 -0.408 0.899  -0.53
C 1.210 -1.806 -0.254  -0.10
O -1.107 -0.215 1.690  0.00
O 1.058 0.015 1.186  0.05
C 2.046 -0.836 0.590  -0.10
H 1.254 -1.587 -1.328  0.13
H 1.456 -2.858 -0.075  0.13
H 2.730 -0.226 -0.008  0.13
H 2.592 -1.338 1.397  0.13
Na -3.058 0.884 1.995  0.75
O -2.669 2.383 -0.686  -0.46
C -1.549 1.785 -1.004  -0.56
O -1.006 2.170 -2.099  -0.39
Tl -2.645 3.608 -2.516  0.77

## Properties
Lowest unoccupied orbital energy (eV): -0.976
Molar mass (g/mol): 359.4
HOMO-LUMO gap (eV): 4.23
ΔE to the lowest compared entry with this formula, charge and spin (kcal/mol): 0.00



No. 3
The following is a quantum chemistry calculation of a gas-phase ion, C6H9N2O2 (charge -1) at a distorted geometry, from OMol25.

Each line ends with the Löwdin charge.
Cartesian coordinates (Å):
C -1.291 1.470 -0.507  -0.12
C -2.171 0.439 -0.458  -0.22
C 1.887 -0.385 -0.415  -0.54
C 0.196 1.431 -0.467  -0.19
C 0.793 0.240 0.207  -0.22
C 0.081 -0.330 1.364  -0.10
N -1.835 -0.881 -0.491  -0.20
N 2.329 -1.610 0.164  0.10
O -2.828 -1.699 -0.480  -0.22
O 2.543 0.079 -1.368  -0.04
H -1.723 2.468 -0.521  0.08
H -3.242 0.679 -0.458  0.09
H 0.608 1.464 -1.482  0.12
H 0.531 2.361 0.020  0.12
H 0.717 -0.951 1.989  0.06
H -0.769 -0.944 0.980  0.06
H -0.370 0.462 1.967  0.08
H 1.565 -2.223 0.416  0.07
H 2.980 -2.072 -0.460  0.07

## Properties
Lowest unoccupied orbital energy (spin up / spin down) (eV): 3.050 / 3.997
Molar mass (g/mol): 141.2
Total charge: -1
HOMO-LUMO gap (spin up / spin down) (eV): 5.21 / 7.59
ΔE to the lowest compared entry with this formula, charge and spin (kcal/mol): 115.97



No. 4
The following is a quantum chemistry calculation of a molecular structure, C25H50NO4PSiTi at a distorted geometry, from OMol25.

Each line ends with the Löwdin charge.
Cartesian coordinates (Å):
C 0.453 2.450 -4.580  -0.09
C -0.839 1.997 -4.297  -0.05
C -1.024 0.952 -3.368  -0.28
C 0.096 0.416 -2.750  -0.19
C 1.390 0.891 -3.001  -0.31
C 1.565 1.944 -3.909  -0.05
C -2.383 0.456 -2.981  -0.13
C -2.465 -1.036 -2.530  -0.21
N -2.651 -1.863 -3.703  -0.29
Ti -0.165 -0.736 -0.974  0.45
C 2.519 0.240 -2.237  -0.27
P 1.942 -1.483 -1.747  0.81
H -1.714 2.450 -4.765  0.11
H 2.572 2.346 -4.066  0.11
H 0.594 3.236 -5.322  0.10
H 2.795 0.819 -1.338  0.07
H 3.423 0.089 -2.847  0.09
H -2.789 1.089 -2.167  0.11
H -3.079 0.573 -3.832  0.13
H -1.592 -1.475 -1.913  0.05
C 3.346 -2.245 -0.923  -0.26
C 2.054 -2.192 -3.422  -0.26
H -3.386 -1.150 -1.928  0.12
C -1.571 -1.921 -4.653  -0.08
C -3.262 -3.143 -3.450  -0.10
H 0.225 -1.819 0.483  0.03
H -1.918 -2.512 -5.513  0.09
H -1.274 -0.922 -4.995  0.09
H -0.666 -2.425 -4.254  0.08
H -3.475 -3.620 -4.415  0.08
H -2.610 -3.821 -2.865  0.09
H -4.200 -3.002 -2.894  0.09
H 3.097 -2.117 -3.757  0.05
H 1.741 -3.240 -3.389  0.04
H 1.420 -1.651 -4.134  0.04
H 4.247 -2.122 -1.540  0.05
H 3.514 -1.811 0.070  0.03
H 3.129 -3.315 -0.813  0.05
H -0.286 -2.328 0.008  0.05
C 2.100 4.182 2.474  -0.03
C 2.240 2.663 2.430  -0.61
C 3.038 2.256 1.200  -0.04
C 2.879 2.151 3.713  -0.04
O 0.891 2.077 2.388  -0.09
Si -0.097 0.987 1.679  0.01
O 0.248 0.670 0.130  -0.32
O -0.115 -0.427 2.454  -0.16
C 0.583 -1.387 3.386  -0.57
C 1.974 -1.707 2.856  -0.02
C 0.617 -0.702 4.745  -0.01
C -0.313 -2.623 3.335  -0.03
O -1.576 1.731 1.717  -0.09
C -2.872 1.103 1.948  -0.62
C -3.189 0.069 0.877  -0.03
C -2.866 0.418 3.303  -0.04
C -3.865 2.270 1.907  -0.03
H 3.095 4.631 2.601  0.09
H 1.472 4.506 3.312  0.09
H 1.671 4.578 1.543  0.09
H 4.062 2.657 1.274  0.10
H 3.106 1.163 1.113  0.08
H 2.582 2.652 0.285  0.09
H 2.242 2.396 4.571  0.09
H 3.015 1.061 3.671  0.06
H 3.860 2.614 3.874  0.09
H 2.611 -0.817 2.792  0.07
H 2.456 -2.410 3.556  0.10
H 1.930 -2.181 1.867  0.06
H -0.393 -0.395 5.048  0.09
H 1.022 -1.387 5.503  0.09
H 1.243 0.197 4.709  0.07
H -1.333 -2.391 3.664  0.08
H -0.357 -3.026 2.315  0.07
H 0.087 -3.402 3.998  0.09
H -2.507 -0.791 0.938  0.08
H -4.204 -0.330 1.029  0.10
H -3.152 0.505 -0.128  0.07
H -2.593 1.119 4.098  0.10
H -3.868 0.023 3.537  0.10
H -2.148 -0.411 3.310  0.05
H -3.635 2.998 2.693  0.09
H -3.816 2.790 0.943  0.09
H -4.898 1.922 2.054  0.09

## Properties
Lowest unoccupied orbital energy (spin up / spin down) (eV): 0.501 / 0.187
<S²>: 2.01
Molar mass (g/mol): 535.6
Multiplicity: 3
HOMO-LUMO gap (spin up / spin down) (eV): 6.45 / 8.31



No. 5
The following is a quantum chemistry calculation of 2 unconnected molecules or ions with the total composition C4H5ClN2S at a distorted geometry, from OMol25.

Each line ends with the Löwdin charge.
Cartesian coordinates (Å):
C 2.106 -0.719 1.009  -0.05
C 1.280 -0.892 -0.013  -0.22
C -1.842 0.710 0.312  -0.37
C -2.842 0.027 -0.054  -1.15
N 0.272 -0.683 -0.809  0.09
N -0.790 0.994 0.830  0.17
S -2.819 -0.751 -1.625  0.69
Cl -4.087 -0.417 1.067  0.61
H 1.687 -0.164 1.988  0.10
H -0.519 -1.299 -0.771  -0.01
H -4.267 -0.586 -1.947  -0.04
H 3.137 -1.072 1.053  0.03
H -0.437 1.999 1.009  0.14

## Properties
Lowest unoccupied orbital energy (eV): 0.292
Molar mass (g/mol): 148.6
HOMO-LUMO gap (eV): 8.91
ΔE to the lowest compared entry with this formula, charge and spin (kcal/mol): 106.58



No. 6
The following is a quantum chemistry calculation of 2 unconnected molecules or ions with the total composition C4H13NO2 at a distorted geometry, from OMol25.

Each line ends with the Löwdin charge.
Cartesian coordinates (Å):
C -2.369 -0.801 0.889  -0.16
N -0.958 -0.629 1.055  -0.15
C -0.216 -0.746 -0.192  -0.22
C 1.323 -0.937 -0.039  -0.16
C 1.828 -1.392 1.313  -0.28
O 1.913 -0.248 2.145  -0.07
H -2.847 0.101 0.531  0.07
H -2.809 -0.966 1.884  0.08
H -2.596 -1.692 0.283  0.08
H -0.663 -1.140 1.871  0.09
H -0.478 0.117 -0.799  0.12
H -0.548 -1.693 -0.653  0.10
H 1.848 -0.026 -0.316  0.11
H 1.611 -1.642 -0.825  0.11
H 1.127 -2.104 1.756  0.11
H 2.803 -1.839 1.189  0.11
H 2.353 -0.450 2.974  0.08
H 0.271 5.705 -4.271  0.04
H -1.155 5.314 -4.693  0.03
O -0.439 5.068 -4.102  -0.06

## Properties
Lowest unoccupied orbital energy (eV): 0.995
Molar mass (g/mol): 107.2
HOMO-LUMO gap (eV): 9.18
ΔE to the lowest compared entry with this formula, charge and spin (kcal/mol): 31.52



No. 7
The following is a quantum chemistry calculation of 2 unconnected molecules or ions with the total composition C4H8OS at a distorted geometry, from OMol25.

Each line ends with the Löwdin charge.
Cartesian coordinates (Å):
C -1.933 0.139 0.868  -0.06
C -1.851 -0.943 0.125  -0.02
C 0.869 0.920 -0.872  -0.19
C 1.298 -0.344 -0.233  -0.93
O 1.296 -0.221 1.182  -0.15
S 0.373 -1.647 -0.967  0.72
H -2.869 0.489 1.336  0.08
H -1.069 0.813 0.843  0.04
H -2.319 -1.699 -0.466  0.01
H -0.245 1.122 -0.839  0.05
H 1.285 1.089 -1.880  0.08
H 1.184 1.946 -0.327  0.12
H 2.317 -0.571 -0.413  0.07
H 1.666 -1.094 1.643  0.16

## Properties
Lowest unoccupied orbital energy (eV): -0.547
Molar mass (g/mol): 104.2
HOMO-LUMO gap (eV): 8.03
ΔE to the lowest compared entry with this formula, charge and spin (kcal/mol): 100.48



No. 8
The following is a quantum chemistry calculation of a molecular structure, C8H9BBrHfNO4 at a distorted geometry, from OMol25.

Each line ends with the Löwdin charge.
Cartesian coordinates (Å):
N -1.359 3.124 0.186  0.37
B -0.396 2.045 0.400  -0.46
O 0.841 2.272 0.824  0.26
C -0.911 0.534 0.071  0.08
C -0.147 -0.430 -0.362  -0.03
C 1.308 -0.402 -0.744  -0.03
C 2.289 -1.046 0.275  -0.17
O 3.545 -0.275 0.298  -0.12
C -0.818 -1.836 -0.511  -0.28
O -0.202 -2.829 -0.299  0.25
C -2.276 -1.784 -0.918  -0.54
Br -2.861 -3.113 -1.990  1.32
C -3.048 -0.770 -0.502  0.14
C -2.380 0.309 0.308  -0.25
O -3.006 0.947 1.100  0.33
H -1.826 3.448 1.039  0.16
H -2.059 2.961 -0.533  0.14
H 1.170 3.068 0.377  0.17
H 1.654 0.578 -1.026  0.14
H 1.398 -1.020 -1.625  0.15
H 2.541 -2.032 -0.085  0.13
H 1.854 -1.172 1.274  0.12
H 4.278 -0.769 0.725  -0.17
H -4.109 -0.735 -0.695  0.18
Hf 4.520 -1.073 2.413  2.12

## Properties
Lowest unoccupied orbital energy (eV): -18.724
Molar mass (g/mol): 452.4
Total charge: +4
HOMO-LUMO gap (eV): 4.01



No. 9
The following is a quantum chemistry calculation of 2 unconnected molecules or ions with the total composition C10H16 at a distorted geometry, from OMol25.

Each line ends with the Löwdin charge.
Cartesian coordinates (Å):
C -1.510 -0.541 -2.701  -0.30
C -2.088 -0.408 -1.293  -0.11
C -0.076 0.022 -2.837  -0.11
H -1.518 -1.575 -3.021  0.09
H -2.103 0.047 -3.403  0.09
H -1.276 -0.228 -0.574  0.05
H -0.054 1.030 -3.240  0.06
H 0.450 0.054 -1.874  0.04
H -2.637 -1.295 -0.969  0.07
H -2.718 0.467 -1.128  0.07
H 0.513 -0.645 -3.469  0.06
C 0.667 2.401 1.618  -0.05
C 0.219 -1.232 2.567  -0.09
C 0.020 0.134 2.475  -0.06
C 1.037 -1.863 1.639  -0.10
C 0.741 0.891 1.554  -0.29
C 1.758 -1.121 0.729  -0.10
C 1.692 0.269 0.754  -0.07
H -0.326 -1.808 3.299  0.10
H -0.713 0.628 3.103  0.11
H 1.081 -2.946 1.574  0.10
H 2.444 -1.582 0.034  0.10
H 0.479 2.863 0.646  0.08
H 1.630 2.799 1.970  0.08
H 2.372 0.911 0.210  0.11
H -0.084 2.728 2.339  0.07

## Properties
Lowest unoccupied orbital energy (eV): 0.986
Molar mass (g/mol): 136.2
HOMO-LUMO gap (eV): 10.05
ΔE to the lowest compared entry with this formula, charge and spin (kcal/mol): 10.60



Copy entry 1 word for word.
The following is a quantum chemistry calculation of a molecular structure, C5H11FO3Pb at a distorted geometry, from OMol25.

Each line ends with the Löwdin charge.
Cartesian coordinates (Å):
F 5.585 -0.177 0.241  -0.20
C 4.106 -0.180 0.178  -0.04
H 3.848 0.887 0.198  0.07
H 3.814 -0.748 1.070  0.08
H 3.887 -0.657 -0.785  0.07
C -2.937 -1.057 -1.322  -0.35
O -1.781 -1.497 -1.960  -0.49
C -2.672 0.196 -0.486  -0.18
O -1.510 -0.083 0.297  -0.33
C -0.761 1.015 0.817  -0.19
C 0.631 0.472 1.132  -0.34
O 1.161 -0.244 0.055  -0.52
Pb -0.176 -1.195 -0.967  1.39
H -3.353 -1.837 -0.651  0.12
H -3.739 -0.805 -2.042  0.12
H -3.520 0.451 0.167  0.14
H -2.453 1.054 -1.145  0.13
H -1.256 1.428 1.710  0.14
H -0.700 1.800 0.045  0.13
H 0.566 -0.161 2.040  0.12
H 1.262 1.340 1.408  0.12

## Properties
Lowest unoccupied orbital energy (eV): 0.132
Molar mass (g/mol): 345.3
HOMO-LUMO gap (eV): 7.36